Formula: C42H31Cl5FN8O5S3Sn
Source: the Open Molecules 2025 dataset
Level of theory: ωB97M-V/def2-TZVPD

Properties
- Net charge: -1
- Gap between HOMO and LUMO: 6.553 eV
- Energy relative to the best compared isomer or geometry (same formula, charge and spin): 45.90 kJ/mol
- HOMO: -4.419 eV

```
96
Properties=species:S:1:pos:R:3:forces:R:3
Sn -0.028 -0.153 -1.084 0.389 0.476 -0.278
O 3.477 -1.337 -3.449 0.438 -0.057 -0.374
C 2.537 -0.665 -3.032 0.196 0.105 -0.081
O 1.360 -1.070 -2.851 -1.004 -0.009 0.415
C 2.854 0.767 -2.616 0.108 -0.105 0.094
C 4.118 1.282 -2.968 0.296 0.263 0.043
C 4.510 2.481 -2.453 -0.188 -0.165 -0.186
C 3.625 3.184 -1.607 -0.388 -0.177 0.058
C 3.955 4.406 -0.992 0.003 0.101 0.159
C 3.061 5.033 -0.170 0.297 0.095 -0.149
C 1.781 4.491 0.033 -0.240 -0.069 -0.029
C 1.423 3.314 -0.561 -0.079 0.042 0.066
C 2.346 2.615 -1.365 0.572 0.526 0.106
N 2.002 1.411 -1.863 -0.148 -0.553 -0.232
H 4.745 0.678 -3.607 0.018 -0.002 0.022
H 5.476 2.910 -2.684 0.101 -0.004 0.004
H 4.940 4.817 -1.167 0.076 0.097 0.008
H 3.336 5.956 0.322 0.004 0.081 0.024
H 1.081 5.021 0.664 -0.115 -0.047 0.059
H 0.444 2.878 -0.426 -0.123 0.022 0.116
Cl -1.857 -1.661 -2.761 -0.465 -1.035 0.474
C -1.543 -0.396 -3.875 0.362 1.173 -0.392
C -0.913 0.740 -3.371 -0.108 -0.276 -0.633
C -0.673 1.712 -4.329 -0.274 -0.741 0.285
Cl 0.047 3.200 -3.806 0.502 0.742 0.108
C -0.975 1.590 -5.681 0.002 -0.036 -0.043
Cl -0.583 2.824 -6.829 0.031 0.131 0.002
C -1.607 0.436 -6.122 -0.049 0.034 0.098
Cl -2.028 0.247 -7.780 -0.048 -0.035 -0.180
C -1.917 -0.557 -5.199 -0.019 -0.031 -0.005
Cl -2.769 -1.960 -5.714 -0.122 -0.299 -0.116
C -3.964 -5.750 3.519 0.203 0.163 0.133
C -2.696 -5.130 4.109 -0.250 -0.303 0.375
C -1.792 -6.164 4.781 -0.001 -0.038 -0.072
C -1.272 -7.167 3.757 -0.079 0.045 0.112
C -0.675 -6.445 2.583 0.002 -0.111 0.038
C 0.251 -7.083 1.786 -0.005 0.190 -0.127
C 0.844 -6.410 0.726 -0.143 0.181 0.067
F 1.745 -7.080 -0.028 -0.002 0.045 0.007
C 0.544 -5.102 0.452 0.050 -0.310 0.019
C -0.399 -4.442 1.243 -0.016 -0.267 0.151
C -0.701 -3.037 0.926 -0.294 -0.213 0.084
O -0.233 -2.535 -0.095 0.043 -0.003 -0.211
C -1.540 -2.385 1.895 0.094 0.532 -0.135
C -2.124 -3.107 2.880 0.093 0.003 -0.069
N -1.941 -4.435 3.081 -0.055 0.409 0.139
C -1.025 -5.109 2.312 0.560 -0.208 -0.596
C -1.731 -0.868 1.932 -0.057 -0.505 0.065
O -1.851 -0.376 3.054 -0.235 0.144 0.766
O -1.739 -0.249 0.841 -0.232 0.021 -0.552
H -4.479 -6.340 4.273 -0.095 -0.087 0.076
H -3.722 -6.387 2.674 0.006 -0.114 -0.123
H -4.634 -4.969 3.171 -0.087 0.078 -0.071
H -2.987 -4.384 4.858 0.092 -0.047 -0.149
H -2.339 -6.679 5.572 -0.029 0.073 0.028
H -0.943 -5.645 5.235 -0.049 0.012 0.035
H -2.086 -7.815 3.418 0.011 -0.042 0.057
H -0.512 -7.809 4.210 -0.099 -0.005 -0.030
H 0.528 -8.107 1.989 0.061 -0.120 0.027
H 1.022 -4.557 -0.347 0.083 0.006 -0.078
H -2.778 -2.605 3.580 0.020 0.036 0.082
N 2.614 -3.078 -1.386 -0.386 -0.593 -0.370
C 3.070 -2.154 -0.523 1.168 -0.265 0.705
N 2.359 -1.254 0.065 -0.698 0.132 -0.369
C 3.052 -0.571 1.025 1.064 -0.361 -0.038
C 4.354 -0.946 1.162 -0.167 -0.025 -0.159
S 4.741 -2.210 0.046 -0.480 0.160 0.019
C 2.329 0.423 1.793 0.117 0.549 0.957
C 2.719 1.036 2.945 -0.193 0.039 -0.196
S 1.450 2.060 3.537 -0.131 -0.229 -0.448
C 0.464 1.572 2.147 0.851 0.416 0.840
N 1.078 0.753 1.363 -0.334 -0.287 -0.541
N -0.749 2.078 1.905 -0.575 0.468 -0.223
H 1.753 -2.767 -1.836 0.166 -0.060 -0.140
H 3.294 -3.415 -2.055 -0.125 0.196 0.002
H 5.108 -0.577 1.826 0.081 0.214 0.169
H 3.635 0.945 3.496 0.178 -0.110 0.024
H -1.213 2.515 2.686 -0.031 -0.124 -0.028
H -1.344 1.400 1.396 -0.088 0.076 0.057
C -0.860 6.616 -2.586 0.083 -0.072 -0.053
C -1.666 5.929 -1.535 -0.075 0.393 0.304
C -2.135 6.549 -0.407 -0.006 -0.170 -0.090
C -2.887 5.764 0.507 0.242 0.218 -0.317
N -3.201 4.527 0.266 -0.285 0.096 0.848
C -2.773 3.911 -0.852 0.179 -0.453 -0.776
S -3.197 2.374 -1.245 -0.034 -0.354 -0.095
N -1.949 4.629 -1.717 -0.094 0.142 0.277
C -3.329 6.348 1.809 -0.039 -0.001 -0.022
H -0.934 7.697 -2.490 -0.002 -0.040 0.043
H -1.203 6.317 -3.575 -0.006 0.016 -0.085
H 0.187 6.326 -2.503 0.101 -0.032 0.015
H -1.942 7.590 -0.209 0.079 0.111 -0.084
H -1.550 4.123 -2.509 -0.179 0.015 0.148
H -3.683 7.369 1.675 -0.019 0.105 0.046
H -2.479 6.368 2.491 0.045 0.051 0.084
H -4.111 5.734 2.245 -0.024 -0.029 0.005
```
Forces are in eV/Å.

Atomic partial charges in e from the Löwdin method, atoms 1 to 2: number 1, Sn, carries 1.3944; number 2, O, carries 0.0168



Formula: C42H31GeN4O5ReSe
Source: the Open Molecules 2025 dataset
Level of theory: ωB97M-V/def2-TZVPD

Properties
- Net charge: 0
- Gap between HOMO and LUMO: 5.670 eV
- Energy relative to the best compared isomer or geometry (same formula, charge and spin): 28.21 kJ/mol
- HOMO: -7.156 eV

```
85
Properties=species:S:1:pos:R:3:forces:R:3
Re -1.171 0.905 -0.009 -0.058 0.038 0.086
C -4.374 0.090 2.842 -0.037 -0.019 -0.042
C -3.169 0.536 2.090 0.051 0.079 0.040
N -2.905 0.186 0.881 -0.155 -0.103 0.080
N -3.780 -0.537 0.113 0.069 -0.004 0.100
C -3.358 -0.512 -1.142 -0.191 -0.073 -0.062
O -2.277 0.049 -1.557 0.068 0.180 0.052
C -4.232 -1.118 -2.169 0.050 -0.085 0.000
C -5.186 -2.073 -1.827 -0.008 0.021 0.014
C -5.988 -2.625 -2.810 -0.016 -0.013 -0.015
C -5.852 -2.215 -4.130 -0.007 -0.008 0.006
C -4.908 -1.257 -4.469 0.001 -0.003 -0.016
C -4.091 -0.711 -3.492 0.006 -0.011 0.017
C -2.211 1.516 2.668 -0.043 -0.020 0.033
C -2.335 2.004 3.955 0.064 0.006 -0.109
C -1.443 2.974 4.400 -0.001 -0.035 -0.021
C -0.466 3.436 3.543 0.016 -0.038 -0.046
C -0.400 2.908 2.260 0.076 -0.027 0.075
N -1.235 1.966 1.837 -0.188 0.073 0.020
H -4.946 -0.601 2.230 0.016 0.005 0.014
H -4.082 -0.401 3.772 0.006 -0.017 0.010
H -5.004 0.943 3.099 0.001 0.018 0.002
H -5.286 -2.375 -0.794 0.002 -0.002 0.020
H -6.723 -3.374 -2.548 -0.016 -0.014 0.004
H -6.485 -2.644 -4.895 -0.017 -0.011 -0.020
H -4.808 -0.932 -5.495 0.002 0.006 -0.019
H -3.354 0.041 -3.737 0.014 0.016 -0.006
H -3.116 1.632 4.600 -0.035 -0.010 0.023
H -1.521 3.361 5.406 0.003 0.011 0.022
H 0.244 4.190 3.846 0.022 0.019 0.012
H 0.346 3.222 1.543 -0.015 0.027 0.003
O -3.246 3.002 -3.449 0.077 0.089 0.056
Se -2.299 3.951 -2.594 -0.081 0.118 0.027
O -2.688 5.462 -2.297 0.010 -0.121 -0.048
O -1.839 3.145 -1.096 -0.045 0.131 -0.187
O -0.652 3.874 -3.159 0.026 0.041 -0.034
N 5.651 0.180 -5.187 0.095 -0.013 -0.005
C 4.675 0.620 -4.769 -0.035 -0.038 -0.031
C 3.455 1.155 -4.236 0.008 0.021 0.017
C 2.675 0.375 -3.383 -0.052 0.077 -0.012
C 1.521 0.900 -2.841 0.049 0.017 -0.013
C 1.136 2.213 -3.128 -0.046 -0.066 0.047
C 1.907 2.976 -4.005 -0.023 0.020 -0.019
C 3.062 2.453 -4.555 0.016 -0.027 0.016
C -0.054 2.767 -2.495 0.247 -0.058 0.009
C -0.642 2.370 -1.363 -0.212 -0.042 0.082
H 2.981 -0.634 -3.146 0.009 -0.019 -0.001
H 0.908 0.298 -2.184 -0.001 0.004 -0.003
H 1.604 3.985 -4.246 -0.014 0.027 -0.008
H 3.668 3.047 -5.224 0.009 0.007 -0.011
C 0.204 -0.024 0.383 0.230 -0.213 -0.146
Ge 1.694 -1.038 1.059 -0.024 0.019 0.026
C 1.833 -0.416 2.905 0.051 -0.023 0.004
C 3.021 0.074 3.437 0.010 0.038 -0.013
C 3.082 0.509 4.755 0.006 0.019 0.013
C 1.952 0.457 5.556 0.016 0.012 0.028
C 0.760 -0.033 5.038 -0.022 0.027 0.032
C 0.705 -0.462 3.723 -0.048 -0.026 -0.048
C 1.215 -2.921 1.014 0.038 0.015 -0.039
C 2.128 -3.903 1.394 0.062 0.024 0.068
C 1.766 -5.241 1.409 0.010 -0.015 -0.002
C 0.481 -5.614 1.045 -0.002 -0.011 0.001
C -0.437 -4.647 0.664 -0.029 -0.045 -0.012
C -0.071 -3.310 0.646 -0.030 0.069 -0.087
C 3.297 -0.574 0.071 0.002 0.003 0.005
C 4.075 -1.514 -0.598 -0.009 -0.075 0.016
C 5.208 -1.124 -1.302 0.000 -0.009 -0.011
C 5.572 0.212 -1.345 0.005 0.019 -0.021
C 4.800 1.161 -0.688 0.014 -0.001 -0.001
C 3.671 0.769 0.014 -0.002 0.023 0.001
H 3.909 0.124 2.818 0.031 -0.013 -0.012
H 4.013 0.886 5.156 0.024 0.010 0.010
H 2.000 0.791 6.584 0.003 0.009 0.031
H -0.122 -0.085 5.664 -0.018 -0.001 0.010
H -0.230 -0.849 3.328 -0.030 -0.018 -0.025
H 3.133 -3.627 1.694 0.009 0.015 0.003
H 2.486 -5.992 1.706 0.014 -0.013 0.007
H 0.196 -6.658 1.055 -0.010 -0.031 0.001
H -1.438 -4.934 0.373 -0.031 -0.009 -0.011
H -0.790 -2.562 0.328 0.000 0.007 0.028
H 3.795 -2.561 -0.583 -0.011 -0.018 0.005
H 5.799 -1.863 -1.827 0.014 -0.014 -0.013
H 6.445 0.517 -1.906 0.022 0.001 -0.018
H 5.072 2.207 -0.733 0.009 0.039 -0.002
H 3.066 1.521 0.508 -0.018 0.013 0.010
```
Forces are in eV/Å.

Atomic partial charges in e from the Löwdin method, atoms 1 to 2: number 1, Re, carries 1.3277; number 2, C, carries -0.0093